Density functional theory data (wB97M-V/def2-TZVPD) for a structure of composition C22H22Br2F3N5O3 in a non-equilibrium geometry.

Each line ends with the Mulliken charge.
Positions of all 57 atoms, in Å:
O 0.084 4.665 2.088  -0.54
C -0.455 4.110 1.161  -0.12
C -1.808 3.330 1.307  -0.44
C -1.616 1.829 0.922  0.57
C -0.362 1.266 0.412  -0.27
C -0.210 -0.152 0.029  0.47
C 1.164 -0.604 -0.536  -1.12
C 2.076 -1.362 0.488  -1.02
C 2.484 -0.522 1.750  0.59
F 2.719 0.820 1.471  -0.34
Br 1.225 -0.825 3.230  -0.02
C 3.913 -1.101 2.236  0.42
F 4.941 -0.609 1.474  -0.19
F 3.912 -2.477 2.064  -0.22
Br 4.281 -0.759 4.153  -0.13
C -1.378 -1.008 0.187  0.05
C -2.632 -0.501 0.693  -0.11
C -2.735 0.921 1.049  0.26
C -4.198 1.142 1.498  -0.14
O -4.780 2.172 1.677  -0.53
N -4.798 -0.188 1.623  -0.33
C -3.994 -1.190 0.931  0.15
O -4.410 -2.269 0.628  -0.53
H 0.030 4.139 0.147  0.42
H -2.548 3.857 0.652  0.26
H -2.171 3.364 2.368  0.53
H 0.523 1.919 0.265  0.12
H 0.945 -1.326 -1.362  0.49
H 1.654 0.279 -1.021  0.45
H 1.664 -2.369 0.762  0.41
H 3.040 -1.589 -0.054  0.44
H -1.341 -2.080 -0.103  0.14
H -4.773 -0.306 2.644  0.32
C -2.024 -5.670 -0.896  -0.88
C -0.852 -4.873 -0.468  0.46
N 0.055 -4.253 -0.137  -0.40
H -1.957 -6.676 -0.484  0.32
H -2.940 -5.198 -0.540  0.25
H -2.053 -5.730 -1.983  0.27
C -2.803 5.996 -2.478  -0.92
C -2.172 4.751 -1.985  0.46
N -1.683 3.785 -1.603  -0.37
H -3.781 5.772 -2.903  0.28
H -2.924 6.700 -1.656  0.28
H -2.177 6.449 -3.246  0.30
C -2.867 -0.479 -4.122  -0.93
C -1.692 -0.816 -3.287  0.38
N -0.785 -1.078 -2.636  -0.38
H -2.556 -0.339 -5.157  0.32
H -3.598 -1.285 -4.075  0.28
H -3.325 0.441 -3.760  0.26
C 7.836 -1.583 1.303  -0.55
C 9.155 -1.869 0.692  0.13
N 10.176 -2.091 0.219  -0.35
H 7.950 -0.861 2.111  0.28
H 7.162 -1.173 0.553  0.21
H 7.406 -2.500 1.704  0.27

Output
max |F|: 2.71 eV Å⁻¹
Kohn-Sham gap: 8.792 eV
spin multiplicity: 1
net charge: 0
molecular weight: 621.25 g mol⁻¹